ORCA calculation (ωB97M-V/def2-TZVPD) on 2 unconnected molecules or ions with the total composition C3H9O2S.

Last column: Mulliken charge in e.
Element x y z (Å)
C1 1.163 1.224 0.484  -0.613
O1 1.803 0.709 -0.601  -0.864
C2 -0.364 1.149 0.374  -0.474
C3 -0.754 -0.310 0.057  -0.616
S1 -2.540 -0.558 -0.114  -0.269
H1 1.391 0.751 1.479  0.223
H2 1.470 2.277 0.669  0.283
H3 -0.745 1.748 -0.461  0.379
H4 -0.911 1.399 1.284  0.285
H5 -0.213 -0.608 -0.835  0.311
H6 -0.406 -0.943 0.872  0.370
H7 -2.666 0.205 -1.203  0.088
H8 2.772 -2.036 -0.752  0.254
H9 2.408 -0.679 -0.129  0.390
O2 2.988 -1.514 0.024  -0.746

Summary:
* relative energy (zero: lowest compared OMol25 entry of this formula, charge and spin): 7.6 kcal per mole
* gap between HOMO and LUMO: 6.5668 eV
* net charge: -1
* molar mass: 109.17 g mol⁻¹
* lowest unoccupied orbital energy: 3.18 eV